(1)
Density functional theory data (ωB97M-V with the def2-TZVPD basis set) for a 4-piece molecular cluster, C26H64BF4N3O3P2 overall at a distorted geometry.

Each line ends with the Löwdin charge.
Geometry (Å):
C -8.37 -0.65 -0.22  -0.0690
B -7.03 -0.61 0.74  -0.5331
O -6.78 -1.82 1.58  -0.0187
P -5.79 0.87 0.83  0.6078
C -5.71 2.33 -0.40  -0.2514
C -4.62 0.93 2.39  -0.3032
C -3.58 2.19 2.36  -0.1006
C -3.42 3.02 3.76  -0.2185
F -3.89 4.43 3.53  -0.0258
F -1.98 3.16 4.21  -0.0249
F -4.14 2.45 4.93  0.0136
C -4.45 -0.15 -0.08  -0.2973
C -4.44 0.00 -1.71  -0.3308
C -3.44 -1.22 -2.27  -0.0876
F -5.75 -0.21 -2.37  -0.1109
P -7.28 1.93 2.03  0.7578
O -8.60 2.54 1.08  -0.3721
O -6.58 3.17 3.02  -0.3758
H -9.16 -1.36 0.32  0.0935
H -8.91 0.38 -0.36  0.0631
H -8.19 -1.13 -1.28  0.0831
H -6.53 -1.43 2.48  0.1028
H -6.11 3.30 0.16  0.0568
H -6.25 2.16 -1.43  0.0812
H -4.56 2.56 -0.60  0.0646
H -5.35 0.89 3.30  0.0737
H -3.98 -0.06 2.41  0.1134
H -2.50 1.74 2.11  0.1376
H -3.78 2.98 1.50  0.1268
H -4.66 -1.30 0.16  0.1133
H -3.37 0.07 0.31  0.1018
H -3.92 1.00 -2.09  0.1447
H -4.01 -2.24 -2.09  0.1001
H -2.46 -1.12 -1.62  0.0917
H -3.23 -0.98 -3.40  0.0815
H -8.29 3.16 0.35  0.0516
H -7.22 3.94 3.15  0.0761
C 2.63 0.54 -2.16  -0.0793
C 2.12 -0.84 -2.57  -0.2716
N 0.72 -0.86 -2.99  -0.1832
C 0.17 -2.22 -3.10  -0.2507
C 0.77 -3.13 -4.16  -0.0913
C 0.35 0.05 -4.07  -0.2499
C 1.09 -0.08 -5.40  -0.0866
H 2.00 0.98 -1.38  0.0595
H 3.64 0.47 -1.77  0.0690
H 2.66 1.23 -3.01  0.0692
H 2.24 -1.49 -1.69  0.1089
H 2.78 -1.24 -3.35  0.0968
H -0.91 -2.16 -3.26  0.0860
H 0.29 -2.71 -2.13  0.1098
H 0.43 -2.86 -5.17  0.0576
H 0.44 -4.16 -3.99  0.0748
H 1.86 -3.14 -4.15  0.0564
H 0.48 1.08 -3.72  0.1025
H -0.73 -0.02 -4.26  0.1071
H 2.17 -0.20 -5.27  0.0698
H 0.93 0.82 -6.00  0.0743
H 0.72 -0.93 -5.98  0.0555
C 1.55 2.57 1.20  -0.0962
C 2.69 2.86 2.18  -0.2663
N 2.86 4.28 2.49  -0.1910
C 4.11 4.57 3.18  -0.2529
C 4.30 3.99 4.58  -0.0944
C 1.68 4.98 3.00  -0.2473
C 1.04 4.44 4.28  -0.0919
H 1.66 3.14 0.28  0.0796
H 1.54 1.50 0.94  0.0637
H 0.57 2.80 1.64  0.0570
H 3.61 2.48 1.71  0.1174
H 2.54 2.26 3.09  0.0965
H 4.25 5.66 3.23  0.1112
H 4.94 4.21 2.56  0.1080
H 3.70 4.52 5.32  0.0549
H 5.35 4.09 4.88  0.0713
H 4.05 2.92 4.63  0.0675
H 0.91 4.99 2.22  0.1020
H 1.92 6.04 3.15  0.1156
H 0.94 3.35 4.27  0.0667
H 0.03 4.86 4.38  0.0663
H 1.60 4.73 5.17  0.0553
C 3.28 -4.80 -2.23  -0.0956
C 4.18 -5.29 -1.10  -0.2646
N 5.59 -4.97 -1.28  -0.1900
C 6.47 -5.68 -0.35  -0.2521
C 6.34 -5.36 1.13  -0.0942
C 5.92 -3.56 -1.49  -0.2471
C 5.49 -2.57 -0.42  -0.0884
H 3.62 -5.18 -3.20  0.0862
H 2.26 -5.17 -2.08  0.0752
H 3.23 -3.71 -2.28  0.0406
H 4.06 -6.38 -1.05  0.1187
H 3.79 -4.90 -0.15  0.0964
H 7.52 -5.52 -0.65  0.1115
H 6.31 -6.76 -0.48  0.1089
H 6.77 -4.39 1.38  0.0546
H 6.87 -6.11 1.72  0.0720
H 5.29 -5.37 1.47  0.0675
H 5.47 -3.24 -2.44  0.1014
H 7.00 -3.45 -1.66  0.1161
H 4.47 -2.74 -0.07  0.0666
H 5.53 -1.55 -0.82  0.0668
H 6.16 -2.59 0.44  0.0546

Computed properties:
- charge = 0
- SMILES string = CB(O)P(C)(CCC(F)(F)F)(C[C@@H](C)F)P(O)O.CCN(CC)CC.CCN(CC)CC.CCN(CC)CC
- orbital gap (eV) = 7.2465
- HOMO level (eV) = -7.3

=====

(2)
Density functional theory data (ωB97M-V with the def2-TZVPD basis set) for an isolated ion of composition C7H11N4S2 and charge +1 at a distorted geometry.

Each line ends with the Löwdin charge.
Geometry (Å):
C 1.83 -0.63 -1.16  -0.0144
C 0.71 0.43 -0.58  -0.3351
C 1.27 1.28 0.51  -0.0875
N -0.38 -0.44 0.06  0.1117
C -1.62 -0.02 0.43  -0.3754
N -1.99 1.28 0.50  -0.2117
S -3.51 2.03 0.55  0.9720
C -4.37 0.62 0.08  -0.7858
S -5.86 0.26 -0.63  1.0651
C -5.67 -1.43 -0.26  -0.4121
N -4.54 -1.83 0.23  0.0369
C -3.75 -0.89 0.64  -0.2700
N -2.39 -0.98 0.83  0.1346
H 2.16 -1.34 -0.41  0.0699
H 1.25 -1.19 -1.88  0.0642
H 2.69 -0.19 -1.65  0.0845
H 0.44 1.07 -1.35  0.1111
H 1.59 0.69 1.41  0.1087
H 0.63 2.08 0.70  0.0297
H 2.28 1.81 0.13  0.1495
H -0.02 -1.29 0.60  0.1882
H -1.29 1.96 0.10  0.1142
H -6.39 -2.09 -0.36  0.0334
H -2.03 -1.99 0.81  0.2184

Computed properties:
- charge = +1
- SMILES string = CC(C)/[NH+]=C1\NSc2scnc2N1
- orbital gap (eV) = 7.4636
- HOMO level (eV) = -11.3

=====

(3)
Density functional theory data (ωB97M-V with the def2-TZVPD basis set) for C20H28F3O2Ru as an isolated structure at a distorted geometry.

Each line ends with the Löwdin charge.
Geometry (Å):
O -0.27 -0.35 -2.26  -0.0881
C -0.27 0.86 -3.12  -0.1313
C -0.01 0.10 -4.41  -0.0672
H 0.58 1.54 -2.91  0.1008
H -1.21 1.44 -3.10  0.1399
C -0.05 -1.12 -3.49  -0.5623
H 0.99 0.33 -4.78  0.1209
H -0.78 0.23 -5.18  0.1281
C 1.29 -1.82 -3.44  -0.0091
H 2.05 -1.15 -3.05  0.0856
H 1.58 -2.15 -4.44  0.1027
H 1.22 -2.70 -2.80  0.0884
C -1.20 -2.04 -3.85  -0.0058
H -2.16 -1.52 -3.84  0.0963
H -1.24 -2.88 -3.16  0.0861
H -1.07 -2.46 -4.86  0.1029
Ru -0.41 -0.58 2.09  1.1980
C -2.06 -0.85 3.75  -0.1378
C -2.34 0.54 3.88  -0.1046
C -2.64 1.07 2.61  -0.1057
H -2.41 1.06 4.84  0.1210
C -2.63 0.00 1.66  -0.1823
C -2.31 -1.23 2.35  -0.3138
H -2.48 -2.22 1.95  0.1092
H -1.91 -1.55 4.57  0.1071
H -2.91 2.09 2.40  0.1103
H -3.00 0.04 0.64  0.1031
C 1.13 -2.35 3.55  -0.0775
C 0.00 -2.77 2.80  -0.1415
C 0.22 -2.43 1.42  -0.2883
H -0.82 -3.36 3.19  0.1208
C 1.44 -1.63 1.37  -0.2068
C 2.01 -1.67 2.69  -0.0654
H 2.99 -1.31 2.96  0.1173
H 1.30 -2.58 4.60  0.1201
H -0.30 -2.81 0.55  0.1066
H 1.94 -1.33 0.46  0.0889
O 2.25 2.29 -1.52  0.0906
C 1.78 1.36 -0.51  -0.0990
C 0.32 1.67 -0.16  -0.1630
H 2.39 1.44 0.41  0.1704
H 1.96 0.34 -0.88  0.1268
C 0.15 3.14 -0.60  -0.1013
H 0.21 1.51 0.93  0.0479
H -0.41 0.98 -0.63  0.0976
C 1.43 3.48 -1.43  -0.0877
H 0.14 3.79 0.26  0.1155
H -0.79 3.31 -1.16  0.1282
H 2.00 4.26 -0.89  0.1624
H 1.23 3.89 -2.43  0.1515
F 0.01 2.45 2.77  -0.0065
C 0.58 1.22 3.06  -0.5406
F 1.91 1.32 2.67  -0.0034
F 0.59 1.13 4.42  0.0440

Computed properties:
- charge = +1
- ⟨S²⟩ = 6.04
- multiplicity = 5
- orbital gap (spin up / spin down) (eV) = 6.4561 / 2.4449
- HOMO level (spin up / spin down) (eV) = -9.7 / -10.9

=====

(4)
Density functional theory data (ωB97M-V with the def2-TZVPD basis set) for a 6-piece molecular cluster, C44H74B2I3N3O15 overall at a distorted geometry.

Each line ends with the Löwdin charge.
Geometry (Å):
C 5.37 -1.17 3.06  -0.0023
C 4.46 -1.23 2.03  -0.2366
C 3.40 -0.16 1.80  -0.1993
C 2.09 -0.46 2.30  -0.4979
I 1.77 -2.33 3.28  1.0067
C 1.09 0.51 2.11  -0.1180
C 1.37 1.72 1.42  -0.0637
C 2.64 2.02 0.88  -0.2122
C 2.80 3.34 0.11  -0.6836
I 3.74 3.17 -1.83  0.9736
C 3.37 4.56 0.96  -0.7118
C 2.48 5.83 0.64  -0.1821
I 3.18 4.24 3.11  0.9608
C 3.69 1.04 1.10  -0.1074
C 5.14 1.22 0.62  -0.2117
C 5.84 2.55 1.04  -0.1165
C 0.18 2.67 1.30  -0.2450
O 0.25 3.88 1.42  0.0686
C -1.21 2.05 1.08  0.0048
C -2.21 2.67 0.30  -0.0763
C -2.00 4.01 -0.40  -0.1994
N -2.44 5.14 0.46  0.0311
C -3.48 2.03 0.19  0.0210
B -4.68 2.68 -0.64  -0.5310
N -5.19 2.21 -1.94  0.1651
O -5.34 3.77 -0.04  0.1183
C -3.73 0.77 0.82  0.0310
B -5.17 0.09 0.66  -0.4596
C -6.36 0.62 1.58  0.0166
O -5.41 -0.93 -0.22  0.1538
C -2.70 0.20 1.59  -0.1131
O -2.90 -1.05 2.25  0.0789
C -2.84 -2.04 1.38  -0.2690
N -3.06 -2.96 0.69  0.2127
C -1.45 0.82 1.75  0.0204
C -0.32 0.25 2.62  -0.2865
O -0.61 -0.32 3.64  0.0659
H 6.45 -1.23 2.86  0.0673
H 5.02 -1.09 4.10  0.0691
H 4.43 -2.09 1.35  0.1107
H 1.77 3.66 -0.13  0.0345
H 4.40 4.83 0.67  0.0468
H 3.13 6.72 0.55  0.0758
H 1.81 6.01 1.49  0.0273
H 1.91 5.72 -0.30  0.0711
H 5.12 1.08 -0.48  0.0609
H 5.81 0.42 0.98  0.0871
H 5.80 3.33 0.26  0.0136
H 6.92 2.32 1.15  0.0779
H 5.52 2.92 2.02  0.0204
H -0.92 4.13 -0.60  0.1088
H -2.52 4.09 -1.38  0.1170
H -3.46 5.22 0.43  0.0467
H -2.08 6.00 0.04  0.0738
H -4.52 2.31 -2.70  0.0779
H -5.55 1.26 -1.88  0.0705
H -5.26 4.57 -0.59  0.1039
H -6.24 0.30 2.63  0.0887
H -7.35 0.24 1.25  0.0693
H -6.44 1.72 1.60  0.0753
H -6.25 -1.37 0.01  0.1143
C 10.66 5.54 -2.86  -0.1056
O 10.08 4.33 -3.33  -0.2006
C 9.80 3.42 -2.28  -0.1957
C 8.32 3.41 -1.93  -0.2021
O 7.92 4.64 -1.34  -0.1966
C 7.23 5.48 -2.25  -0.1074
H 10.67 6.25 -3.69  0.0879
H 10.09 5.97 -2.04  0.0849
H 11.69 5.36 -2.54  0.0888
H 10.40 3.64 -1.39  0.1277
H 10.08 2.42 -2.64  0.1261
H 8.13 2.63 -1.19  0.1171
H 7.71 3.19 -2.82  0.1177
H 6.23 5.08 -2.45  0.0375
H 7.78 5.59 -3.19  0.0759
H 7.13 6.47 -1.79  0.0924
C -3.00 -5.51 -1.40  -0.1233
O -2.33 -6.53 -2.13  -0.1949
C -1.34 -7.20 -1.37  -0.2038
C -1.83 -8.56 -0.91  -0.1978
O -2.89 -8.44 0.04  -0.2248
C -4.16 -8.70 -0.53  -0.1023
H -3.86 -5.18 -1.98  0.0875
H -3.37 -5.89 -0.44  0.0773
H -2.34 -4.66 -1.23  0.0622
H -1.03 -6.59 -0.51  0.1288
H -0.47 -7.34 -2.01  0.1242
H -1.01 -9.08 -0.41  0.1226
H -2.14 -9.17 -1.76  0.1273
H -4.27 -9.76 -0.74  0.0905
H -4.31 -8.12 -1.45  0.0852
H -4.92 -8.40 0.19  0.0869
C -3.20 -9.22 5.75  -0.1152
O -3.68 -9.94 4.62  -0.1914
C -3.33 -9.32 3.39  -0.1942
C -2.18 -10.02 2.71  -0.1925
O -0.97 -9.86 3.45  -0.1889
C -0.62 -11.01 4.20  -0.1176
H -3.33 -9.85 6.63  0.0871
H -2.13 -8.98 5.65  0.0834
H -3.77 -8.30 5.88  0.0871
H -3.11 -8.26 3.53  0.1301
H -4.21 -9.39 2.74  0.1207
H -2.02 -9.57 1.73  0.0963
H -2.40 -11.08 2.56  0.1300
H -0.27 -11.80 3.53  0.0864
H -1.46 -11.37 4.79  0.0831
H 0.19 -10.74 4.87  0.0869
C 6.78 5.68 -8.78  -0.1124
O 7.90 4.97 -8.29  -0.1891
C 8.07 5.10 -6.88  -0.1989
C 7.60 3.87 -6.15  -0.1948
O 6.18 3.71 -6.24  -0.1948
C 5.81 2.72 -7.19  -0.1114
H 6.61 5.38 -9.81  0.0884
H 5.88 5.46 -8.20  0.0833
H 6.98 6.76 -8.75  0.0876
H 7.56 6.00 -6.51  0.1261
H 9.14 5.23 -6.70  0.1263
H 7.84 3.98 -5.09  0.0980
H 8.11 2.97 -6.52  0.1305
H 6.03 1.73 -6.80  0.0878
H 6.31 2.87 -8.15  0.0846
H 4.73 2.80 -7.35  0.0882
C -9.18 2.17 3.76  -0.1083
O -9.53 1.11 2.88  -0.2081
C -10.37 0.14 3.49  -0.2018
C -11.81 0.31 3.05  -0.2044
O -12.37 1.52 3.55  -0.1903
C -12.44 2.54 2.57  -0.1112
H -8.70 2.95 3.18  0.0884
H -10.06 2.59 4.25  0.0846
H -8.47 1.81 4.52  0.0895
H -10.29 0.19 4.58  0.1272
H -10.02 -0.84 3.17  0.1241
H -12.41 -0.51 3.47  0.1249
H -11.90 0.27 1.96  0.1256
H -13.23 2.31 1.85  0.0881
H -11.49 2.66 2.05  0.0831
H -12.69 3.47 3.07  0.0889

Computed properties:
- charge = 0
- SMILES string = C=Cc1c(I)c2c(c([C@H](I)[C@@H](C)I)c1CC)C(=O)c1c(CN)c(B(N)O)c(B(C)O)c(OC#N)c1C2=O.COCCOC.COCCOC.COCCOC.COCCOC.COCCOC
- orbital gap (eV) = 7.5987
- HOMO level (eV) = -8.5

=====

(5)
Density functional theory data (ωB97M-V with the def2-TZVPD basis set) for C47H38N9O3P2RuSi as an isolated structure at a distorted geometry.

Each line ends with the Löwdin charge.
Geometry (Å):
Ru -0.38 1.04 1.08  0.7920
N 0.08 -0.93 3.99  0.1485
C -1.15 -1.06 3.38  -0.4835
N -2.11 -1.81 3.90  0.0061
N -3.11 -1.70 3.01  -0.1144
N -2.77 -0.93 2.04  -0.1309
N -1.50 -0.49 2.23  -0.0764
C 1.12 -0.14 3.59  -0.5173
N 2.17 0.05 4.37  0.0252
N 2.99 0.83 3.63  -0.0937
N 2.46 1.07 2.48  -0.0777
N 1.25 0.45 2.40  -0.0695
H 0.13 -1.28 4.93  0.1318
O -0.23 2.58 3.47  -0.0061
C -0.76 2.59 2.38  -0.4192
C -1.69 3.74 2.05  -0.2674
C -1.68 4.90 2.80  -0.0408
C -2.52 5.95 2.46  -0.1151
C -3.40 5.79 1.38  -0.1180
C -3.44 4.61 0.67  -0.1045
C -2.58 3.55 0.99  -0.4377
P -2.57 1.86 0.40  0.9465
C 0.89 2.42 0.13  -0.2880
C 0.50 3.69 -0.34  -0.1229
C 1.37 4.56 -0.98  -0.1164
C 2.71 4.22 -1.17  -0.1421
C 3.13 2.98 -0.72  -0.1312
C 2.24 2.11 -0.10  -0.1998
C -3.32 2.00 -1.27  -0.4512
C -4.30 1.06 -1.61  -0.1286
C -5.05 1.20 -2.77  -0.1062
C -4.92 2.34 -3.55  -0.1200
C -3.94 3.27 -3.24  -0.1157
C -3.04 3.00 -2.21  -0.1449
H -0.98 4.98 3.62  0.1089
H -2.50 6.88 3.01  0.0811
H -4.06 6.61 1.11  0.0854
H -4.15 4.50 -0.15  0.0920
H -0.52 4.01 -0.22  0.0640
H 1.00 5.52 -1.33  0.0873
H 3.39 4.91 -1.66  0.0797
H 4.17 2.68 -0.84  0.0906
H 2.63 1.17 0.25  0.0518
H -4.48 0.23 -0.93  0.0902
H -5.79 0.45 -3.02  0.0910
H -5.60 2.51 -4.38  0.0848
H -3.82 4.16 -3.84  0.0959
H -2.32 3.77 -1.93  0.1061
O 1.03 -3.33 -1.29  0.1073
C 1.25 -2.28 -0.76  -0.5847
O 1.39 -2.19 0.58  -0.1011
C 1.29 -0.98 -1.51  -0.2010
P -0.28 0.01 -1.22  1.0504
C -1.44 -1.28 -1.82  -0.3520
C -2.35 -1.83 -0.92  -0.0912
C -3.20 -2.86 -1.32  -0.0741
C -3.15 -3.34 -2.61  -0.1004
C -2.24 -2.81 -3.52  -0.0913
C -1.39 -1.79 -3.12  -0.1035
C -0.18 1.07 -2.73  -0.3164
C -1.28 1.31 -3.55  -0.1195
C -1.12 2.01 -4.74  -0.0916
C 0.08 2.62 -5.05  -0.0997
C 1.16 2.46 -4.19  -0.0821
C 1.03 1.68 -3.05  -0.0940
H 1.38 -1.23 -2.56  0.0952
H 2.13 -0.35 -1.20  0.0759
H -2.43 -1.44 0.08  0.0428
H -3.90 -3.27 -0.60  0.1036
H -3.81 -4.14 -2.92  0.0905
H -2.19 -3.18 -4.53  0.0930
H -0.68 -1.38 -3.83  0.1084
H -2.13 0.64 -3.50  0.0991
H -1.98 2.14 -5.39  0.0984
H 0.18 3.19 -5.96  0.0900
H 2.11 2.94 -4.40  0.0984
H 1.89 1.56 -2.41  0.0772
C 5.69 -5.19 -0.79  -0.1100
C 6.05 -3.92 -0.39  -0.1039
C 5.14 -3.13 0.31  -0.1052
C 3.86 -3.59 0.61  -0.2395
C 3.52 -4.88 0.19  -0.0848
C 4.41 -5.67 -0.50  -0.0936
Si 2.69 -2.49 1.58  0.6539
C 1.97 -3.37 3.04  -0.2547
C 2.47 -3.18 4.33  -0.1154
C 1.95 -3.90 5.40  -0.0973
C 0.94 -4.82 5.20  -0.1011
C 0.42 -5.02 3.92  -0.0884
C 0.94 -4.30 2.85  -0.0877
H 6.39 -5.81 -1.33  0.0910
H 7.04 -3.54 -0.62  0.0930
H 5.43 -2.13 0.62  0.0922
H 2.52 -5.26 0.40  0.1019
H 4.12 -6.67 -0.82  0.0956
H 3.47 -1.30 1.94  0.0277
H 3.23 -2.43 4.51  0.0885
H 2.33 -3.72 6.40  0.0956
H 0.52 -5.37 6.03  0.0923
H -0.39 -5.71 3.76  0.0978
H 0.50 -4.42 1.87  0.1050

Computed properties:
- charge = -2
- ⟨S²⟩ = 0.76
- multiplicity = 2
- orbital gap (spin up / spin down) (eV) = 5.4874 / 5.5006
- HOMO level (spin up / spin down) (eV) = -1.4 / -1.5

=====

(6)
Density functional theory data (ωB97M-V with the def2-TZVPD basis set) for one molecule with the formula C2H7N at a distorted geometry.

Each line ends with the Löwdin charge.
Geometry (Å):
C -1.09 0.40 0.44  -0.1804
C -0.03 0.15 -0.56  -0.3532
N 1.19 -0.60 0.00  -0.0386
H -1.64 -0.52 0.74  0.0687
H -0.77 0.82 1.43  0.0797
H -1.94 0.96 -0.09  0.0941
H -0.56 -0.57 -1.32  0.1207
H 0.29 1.10 -1.06  0.1069
H 1.99 0.08 0.06  0.0708
H 1.06 -0.92 0.94  0.0313

Computed properties:
- charge = 0
- SMILES string = CCN
- orbital gap (eV) = 10.4503
- HOMO level (eV) = -9.3